Record 1
Molecular formula: C10H38N8O12
Method: DFT, ωB97M-V/def2-TZVPD

The lowest unoccupied orbital energy (alpha / beta) is 0.0788 / 0.0759 Ha. The highest occupied orbital energy (alpha / beta) comes out at -0.0029 / -0.2629 hartree. The value obtained for the orbital gap (alpha / beta) is 2.22 / 9.22 eV.

ORCA input file:
```
! wB97M-V def2-TZVPD RIJCOSX def2/J DEFGRID3
* xyz -1 2
C 2.56799 -2.13388 -0.20320
O 1.85988 -2.64787 0.65261
N 2.54079 -0.86352 -0.50203
N 3.37549 -2.81403 -0.95163
H 2.06115 -0.17784 0.06355
H 3.13387 -0.44386 -1.20364
H 4.05943 -2.25187 -1.43774
H 3.41520 -3.76172 -0.60461
C 4.08764 1.37519 2.43671
O 5.12486 1.98267 2.58621
N 2.92473 1.94038 2.03686
N 4.04694 0.09167 2.50098
H 2.93063 2.93013 2.23800
H 2.01346 1.52319 2.16193
H 4.95044 -0.34864 2.60059
H 3.23119 -0.43124 2.21601
C -2.15893 2.71093 -3.57947
O -2.40292 1.78615 -4.30353
N -1.16287 3.57625 -3.61773
N -2.96502 3.08447 -2.62868
H -1.13332 4.31758 -2.93240
H -0.50696 3.35906 -4.35442
H -2.69501 3.87544 -2.06162
H -3.85504 2.62497 -2.49895
C -1.06228 -4.61054 2.02534
O -1.82553 -5.47681 2.05326
N 0.09618 -4.70716 1.56549
N -1.34270 -3.40889 2.46718
H 0.50046 -5.63192 1.60393
H 0.66130 -3.87103 1.52521
H -2.09406 -3.16861 3.09792
H -0.79120 -2.60328 2.20848
C -0.35709 1.53666 4.55899
C -0.18406 1.35104 6.03673
O -1.35410 0.87145 6.70283
O -0.60596 0.26900 3.97657
H 0.62306 1.85196 4.20125
H -1.19578 2.21203 4.38989
H 0.10529 2.29945 6.48939
H 0.70987 0.74190 6.17058
H -1.15194 0.54838 7.58395
H -1.28635 -0.19808 4.46699
C -0.26708 0.18444 -0.38480
C -1.45957 1.12082 -0.52368
O -2.47072 1.04189 0.49071
O 0.53558 0.64175 0.74522
H 0.27632 0.28431 -1.32441
H -0.50183 -0.86027 -0.18095
H -1.90699 0.74204 -1.44261
H -1.05916 2.13328 -0.57576
H -2.19641 1.57603 1.23973
H -0.06788 0.76636 1.48137
C 0.64062 -0.06264 -5.40760
C 1.42110 -1.20075 -4.58676
O 0.71759 -2.45135 -4.64478
O 1.24530 1.17213 -5.47570
H -0.42220 -0.13356 -5.17637
H 0.59369 -0.37982 -6.44937
H 1.62280 -0.91195 -3.55526
H 2.35204 -1.49363 -5.07221
H 1.18199 -3.08693 -4.09525
H 1.52864 1.36191 -4.57832
O -5.26703 0.66703 0.40299
H -4.44069 0.71820 -0.07739
H -5.03503 0.89133 1.30416
O -4.17717 -0.14330 -3.64722
H -4.40625 -0.18134 -4.57582
H -3.32638 0.29489 -3.62769
*
```


Record 2
Molecular formula: C6H10N2
Method: DFT, ωB97M-V/def2-TZVPD

Its energy relative to the best compared isomer or geometry (same formula, charge and spin) is 2.584 eV. The lowest unoccupied orbital energy is 0.0417 Ha. The highest occupied orbital energy comes out at -0.3244 hartree. The value obtained for the orbital gap is 9.96 eV. As for the structure (SMILES): CC1=N[C@@H]2CC[C@H]2N1.

ORCA input file:
```
! wB97M-V def2-TZVPD RIJCOSX def2/J DEFGRID3
* xyz 0 1
C -2.94272 -0.11575 0.08642
C -1.44013 -0.15919 0.03054
C 0.58149 -0.78966 -0.25381
C 2.07866 -0.87122 0.17197
C 2.15494 0.67600 -0.08981
C 0.62254 0.57863 0.33132
H -3.23367 0.48563 -0.78562
H -3.41223 -1.11299 0.01145
H -3.34238 0.36541 0.99413
H 0.56358 -0.70917 -1.35415
H 2.25123 -1.04346 1.25193
H 2.73796 -1.52060 -0.43228
H 2.87464 1.23537 0.52864
H 2.38674 0.92946 -1.13578
H 0.58775 0.44863 1.42141
H -0.95876 1.71852 -0.79307
N -0.78335 -1.22934 0.02345
N -0.72628 1.11374 -0.00672
*
```


Record 3
Molecular formula: C32H50HgN4PS4
Method: DFT, ωB97M-V/def2-TZVPD

The lowest unoccupied orbital energy (alpha / beta) is 0.0202 / -0.0459 Ha. The highest occupied orbital energy (alpha / beta) comes out at -0.2491 / -0.2526 hartree. The value obtained for the orbital gap (alpha / beta) is 7.33 / 5.62 eV.

ORCA input file:
```
! wB97M-V def2-TZVPD RIJCOSX def2/J DEFGRID3
* xyz 0 2
Hg 0.41221 0.20885 -1.95798
C -2.51963 2.96331 -0.80026
C -1.98563 2.58330 0.57661
C -2.48540 3.54354 1.64914
P -0.10856 2.35800 0.51816
C 0.50019 4.10213 0.09064
C 1.66321 3.89594 -0.88098
C 0.91483 5.05432 1.20574
C 0.18987 1.97212 2.27756
C 0.14080 2.77632 3.40092
C 0.23718 2.24307 4.68017
C 0.20688 3.14503 5.87602
C 0.35662 0.85813 4.82919
C 0.40433 0.03133 3.73844
C 0.37530 0.56797 2.42675
N 0.65762 -0.15057 1.35103
C 0.50693 -1.50269 1.27864
C -0.76071 -2.12426 1.37453
C -2.00070 -1.29346 1.47034
C -0.85840 -3.49642 1.27544
C 0.26202 -4.30237 1.11694
C 0.13726 -5.79348 1.13831
C 1.50301 -3.68758 0.99182
C 1.63910 -2.31393 1.03457
C 2.98005 -1.66393 0.89328
H -3.60831 2.96026 -0.78847
H -2.17898 2.25041 -1.54834
H -2.19274 3.95751 -1.09532
H -2.35175 1.57829 0.81833
H -2.06415 4.53666 1.51900
H -2.23967 3.18030 2.64333
H -3.56869 3.62744 1.57802
H -0.32543 4.55899 -0.46871
H 2.53771 3.52729 -0.35043
H 1.92662 4.82791 -1.37888
H 1.38870 3.15847 -1.63494
H 1.64953 4.60153 1.86852
H 0.05718 5.38867 1.78380
H 1.36888 5.94217 0.76350
H 0.00641 3.84113 3.30672
H 0.27160 4.18776 5.57134
H 1.04037 2.91698 6.53933
H -0.71417 3.00780 6.44257
H 0.41107 0.43173 5.82184
H 0.54124 -1.03490 3.85072
H -2.07296 -0.77357 2.42785
H -2.87627 -1.92369 1.33371
H -1.97977 -0.54757 0.67594
H -1.83494 -3.95733 1.32773
H -0.85844 -6.10975 0.83799
H 0.30747 -6.14563 2.15678
H 0.87237 -6.26498 0.48848
H 2.38561 -4.29923 0.86122
H 3.74798 -2.39551 0.64847
H 3.27310 -1.15114 1.81109
H 2.92292 -0.92267 0.09875
C -3.58611 -4.77540 -2.70262
C -2.13237 -4.70306 -3.12937
S -1.34663 -3.07062 -2.91770
C -2.23513 -2.01165 -4.11688
C -3.54233 -1.40455 -3.61619
S -3.36362 -0.84008 -1.88409
C -4.86003 -1.48516 -1.04992
C -5.22908 -2.94809 -1.24820
S -3.85799 -4.14230 -1.00402
H -3.91651 -5.81559 -2.71396
H -4.22213 -4.21263 -3.38211
H -2.03010 -5.01183 -4.17334
H -1.51993 -5.35355 -2.50445
H -2.39030 -2.58638 -5.03153
H -1.52218 -1.20613 -4.30575
H -4.37082 -2.10742 -3.66133
H -3.80164 -0.53533 -4.22652
H -5.70734 -0.86046 -1.34449
H -4.62793 -1.29697 -0.00157
H -5.64639 -3.13726 -2.23720
H -5.98624 -3.20461 -0.50406
C 6.39492 1.74709 -4.25887
C 6.03663 0.44867 -3.53453
C 5.16612 0.72627 -2.36820
N 3.89133 0.70770 -2.38651
N 3.30358 1.01906 -1.23692
C 4.13002 1.29116 -0.28340
N 3.77293 1.67573 0.96029
S 5.82383 1.17554 -0.78279
H 6.99550 1.52937 -5.13772
H 6.95622 2.40367 -3.59731
H 5.49481 2.26840 -4.57468
H 6.94687 -0.05616 -3.20783
H 5.48715 -0.21528 -4.20060
H 2.81550 1.46841 1.21524
H 4.46853 1.58944 1.68419
*
```